No. 1
C55H170N40O25 | wB97M-V/def2-TZVPD

```
290
Properties=species:S:1:pos:R:3:mulliken_charge:R:1
C -6.024 1.280 1.620 -0.885
C -7.339 2.182 1.826 0.250
C -8.447 1.483 2.633 -1.156
O -8.630 0.185 2.094 -0.210
C -9.792 -0.430 2.491 -0.851
N -6.930 3.505 2.230 -0.467
H -5.096 1.851 1.631 0.037
H -6.122 0.750 0.673 0.203
H -5.918 0.623 2.483 0.592
H -7.691 2.470 0.835 0.190
H -9.384 2.040 2.656 0.506
H -8.142 1.427 3.678 0.372
H -10.572 0.202 2.066 0.347
H -9.914 -0.513 3.571 0.303
H -9.975 -1.428 2.093 0.227
H -7.667 4.157 2.003 0.267
H -6.763 3.554 3.225 0.204
C 0.920 1.999 9.486 -1.377
C 1.430 3.340 9.038 0.733
C 0.759 3.910 7.785 -0.903
O 1.323 3.270 6.664 -0.097
C 0.739 3.525 5.433 -0.160
N 1.375 4.203 10.227 -0.792
H 1.438 1.613 10.364 0.451
H 1.254 1.137 8.908 0.188
H -0.156 2.067 9.649 0.325
H 2.499 3.251 8.849 0.140
H 1.022 4.962 7.679 0.328
H -0.316 3.953 7.960 0.411
H 1.244 2.915 4.684 -0.857
H 0.821 4.587 5.202 0.595
H -0.300 3.207 5.355 0.394
H 1.633 3.686 11.055 0.285
H 0.395 4.361 10.409 0.280
C 3.921 -6.625 -1.927 -1.911
C 3.788 -5.638 -0.742 2.049
C 4.744 -6.158 0.341 -0.759
O 4.165 -7.241 0.965 -0.305
C 4.799 -7.605 2.177 -0.857
N 4.221 -4.327 -1.184 -0.440
H 3.812 -7.626 -1.511 0.432
H 4.850 -6.557 -2.493 0.364
H 3.001 -6.540 -2.505 0.289
H 2.716 -5.652 -0.544 -0.825
H 5.035 -5.372 1.038 0.261
H 5.743 -6.416 -0.009 0.582
H 3.977 -8.117 2.677 0.288
H 5.038 -6.798 2.869 0.326
H 5.616 -8.319 2.070 0.292
H 3.463 -4.014 -1.773 0.544
H 4.325 -3.638 -0.452 0.080
C 0.460 -6.591 2.773 -1.787
C 1.142 -5.516 1.923 0.989
C 0.104 -4.489 1.357 1.510
O -0.641 -5.134 0.314 -0.744
C -1.731 -4.362 -0.184 0.406
N 2.120 -4.844 2.734 -0.319
H 1.157 -7.402 2.981 0.483
H -0.347 -6.915 2.116 0.306
H -0.089 -6.131 3.594 0.306
H 1.543 -5.978 1.021 -0.301
H 0.450 -3.553 0.919 -0.294
H -0.581 -4.071 2.096 -0.643
H -1.363 -3.452 -0.657 -0.239
H -2.416 -4.244 0.655 0.468
H -2.109 -4.989 -0.992 -0.313
H 2.633 -5.641 3.081 0.434
H 2.744 -4.338 2.122 -0.168
C -3.288 -3.253 5.639 -1.747
C -2.523 -2.902 4.295 0.662
C -3.577 -2.329 3.236 -0.757
O -2.948 -1.976 2.034 0.531
C -3.887 -1.642 1.018 -0.446
N -1.441 -2.005 4.609 -0.264
H -2.532 -3.602 6.343 0.429
H -4.045 -4.016 5.458 0.428
H -3.867 -2.393 5.974 0.344
H -2.074 -3.803 3.877 -0.202
H -4.108 -1.458 3.621 -0.025
H -4.356 -3.083 3.124 0.687
H -4.462 -2.506 0.685 0.314
H -3.425 -1.248 0.113 -0.126
H -4.541 -0.859 1.400 0.089
H -1.892 -1.206 5.031 0.298
H -0.935 -1.595 3.838 -0.120
C -1.192 7.177 -0.991 -1.366
C -2.438 6.731 -1.818 0.457
C -2.354 6.481 -3.359 -0.194
O -3.688 6.523 -3.847 -0.325
C -3.680 6.369 -5.216 -0.752
N -2.974 5.604 -1.205 -0.341
H -0.912 8.210 -1.196 0.518
H -0.344 6.492 -1.005 -0.051
H -1.527 7.215 0.046 0.338
H -3.132 7.561 -1.687 0.421
H -1.786 5.607 -3.677 -0.065
H -1.876 7.337 -3.835 0.586
H -3.254 7.227 -5.737 0.324
H -4.730 6.369 -5.510 0.262
H -3.265 5.420 -5.554 0.243
H -2.387 4.809 -1.410 -0.266
H -3.777 5.328 -1.752 0.197
C 5.969 -1.408 -2.787 -0.362
C 6.164 -1.148 -4.283 0.202
C 6.729 -2.521 -4.871 -0.745
O 8.036 -2.683 -4.386 -0.286
C 8.754 -3.900 -4.693 -0.807
N 4.987 -0.725 -5.027 -0.459
H 6.128 -0.439 -2.312 -0.471
H 6.648 -2.147 -2.362 0.582
H 4.993 -1.828 -2.543 0.132
H 6.930 -0.408 -4.516 0.350
H 6.743 -2.432 -5.957 0.413
H 5.996 -3.304 -4.676 0.296
H 9.637 -3.690 -5.297 0.251
H 8.251 -4.714 -5.214 0.345
H 8.981 -4.284 -3.699 0.274
H 4.225 -1.381 -4.924 -0.028
H 5.232 -0.842 -6.000 0.339
C 4.937 0.662 4.202 -0.959
C 6.447 0.852 4.391 0.628
C 7.308 -0.319 3.885 -0.628
O 8.611 -0.266 4.380 -0.440
C 8.949 -0.614 5.692 -0.653
N 6.834 2.027 3.594 -0.556
H 4.307 1.382 4.724 0.651
H 4.662 -0.336 4.542 0.190
H 4.643 0.708 3.154 -0.431
H 6.667 1.134 5.421 0.594
H 7.194 -0.464 2.810 0.041
H 7.076 -1.337 4.197 0.392
H 10.033 -0.652 5.800 0.247
H 8.485 -1.573 5.919 0.298
H 8.625 0.187 6.356 0.276
H 6.493 2.844 4.079 0.244
H 7.839 1.966 3.516 0.239
C 2.024 6.805 0.397 -1.052
C 3.047 6.469 1.497 0.792
C 3.458 5.008 1.447 -1.291
O 2.296 4.086 1.517 -0.024
C 2.606 2.922 2.191 -1.093
N 4.209 7.312 1.283 -0.758
H 1.496 5.879 0.168 -0.268
H 2.282 7.123 -0.613 0.423
H 1.261 7.545 0.637 0.426
H 2.762 6.762 2.507 0.258
H 4.121 4.854 2.299 0.348
H 3.954 4.728 0.518 0.321
H 2.754 3.074 3.260 0.357
H 3.538 2.540 1.775 0.231
H 1.804 2.187 2.123 0.277
H 3.993 8.298 1.319 0.263
H 4.735 7.094 0.449 0.236
C -4.642 -6.531 -1.907 -1.348
C -5.407 -5.281 -1.395 1.265
C -5.377 -4.151 -2.469 -1.058
O -4.061 -3.686 -2.588 0.503
C -3.905 -2.525 -3.285 -1.136
N -6.694 -5.571 -0.875 -0.664
H -5.221 -6.940 -2.735 0.435
H -4.526 -7.277 -1.120 0.371
H -3.646 -6.284 -2.275 0.147
H -4.830 -4.846 -0.579 -0.290
H -6.070 -3.392 -2.104 0.324
H -5.720 -4.457 -3.457 0.291
H -4.523 -2.523 -4.183 0.402
H -2.854 -2.389 -3.542 -0.187
H -4.267 -1.746 -2.614 0.520
H -7.323 -6.125 -1.439 0.246
H -7.213 -4.723 -0.692 0.238
C 2.894 1.354 -1.586 0.637
O 3.521 0.852 -0.671 0.008
N 3.233 1.201 -2.838 -0.013
N 1.866 2.123 -1.472 0.787
H 4.080 0.658 -2.929 -0.132
H 2.981 1.975 -3.436 -0.042
H 1.447 2.230 -0.559 -0.888
H 1.396 2.422 -2.314 -0.248
C -1.211 4.542 1.795 0.129
O -2.403 4.270 1.929 -0.969
N -0.610 5.460 2.476 -0.129
N -0.459 3.876 0.956 2.838
H -1.169 6.136 2.977 0.322
H 0.335 5.598 2.149 -0.086
H 0.546 3.971 0.941 -0.574
H -1.000 3.109 0.584 -1.279
C -0.942 -5.253 -5.315 0.822
O -0.883 -5.650 -4.100 -0.633
N -0.117 -5.644 -6.259 -0.405
N -1.771 -4.377 -5.817 -0.242
H -0.357 -5.252 -7.159 0.123
H 0.607 -6.333 -6.110 0.237
H -2.460 -3.937 -5.224 -0.032
H -1.595 -4.100 -6.772 0.158
C 4.107 -1.895 1.403 0.350
O 4.080 -2.851 2.149 -0.974
N 3.230 -0.958 1.374 3.736
N 5.241 -1.536 0.882 0.344
H 3.323 -0.264 0.646 -1.197
H 2.402 -1.073 1.942 -1.585
H 5.361 -0.573 0.601 -0.439
H 6.065 -1.990 1.247 0.334
C 7.087 1.563 -0.285 0.649
O 7.201 1.695 -1.528 -0.756
N 5.929 1.510 0.327 -0.092
N 8.104 1.379 0.520 -0.377
H 6.038 1.434 1.329 0.027
H 5.090 1.423 -0.227 -0.358
H 8.018 1.242 1.517 0.184
H 8.944 1.247 -0.024 0.201
C -0.924 0.209 -0.143 -0.420
O -1.836 0.974 0.234 -0.225
N -0.876 -0.363 -1.301 1.414
N 0.183 -0.057 0.530 2.439
H -0.185 -1.089 -1.425 -0.246
H -1.742 -0.493 -1.805 0.007
H 1.013 -0.388 0.060 -1.083
H 0.279 0.408 1.422 -1.164
C 0.947 3.566 -4.486 0.321
O 1.942 3.725 -5.225 -0.765
N 0.711 4.179 -3.393 -0.043
N -0.037 2.742 -4.698 0.325
H -0.220 4.294 -3.020 -0.190
H 1.479 4.733 -3.043 0.059
H 0.148 2.101 -5.456 0.061
H -0.617 2.547 -3.894 -0.337
C 0.136 -0.589 -5.790 0.469
O -0.458 0.368 -6.171 -1.014
N 0.856 -1.359 -6.580 -0.284
N 0.140 -0.933 -4.549 1.050
H 1.234 -2.199 -6.166 0.083
H 0.842 -1.221 -7.581 0.280
H 0.424 -1.880 -4.343 -0.401
H 0.089 -0.262 -3.795 -0.479
C -6.321 0.593 -4.792 0.437
O -5.182 0.950 -5.059 -1.245
N -6.833 -0.489 -5.197 -0.369
N -7.227 1.405 -4.376 -0.379
H -6.181 -1.146 -5.603 0.312
H -7.713 -0.699 -4.748 0.197
H -8.164 1.028 -4.353 0.125
H -6.966 2.188 -3.793 0.432
C -6.472 3.876 -1.739 0.778
O -6.550 3.535 -2.884 -0.879
N -7.327 4.688 -1.182 -0.397
N -5.560 3.507 -0.935 0.664
H -7.096 4.899 -0.222 0.122
H -8.239 4.905 -1.557 0.256
H -4.950 2.725 -1.127 -0.644
H -5.548 3.862 0.011 0.164
C -3.503 -0.289 -7.781 0.569
O -2.869 -0.765 -8.673 -0.737
N -3.019 0.163 -6.696 0.133
N -4.803 -0.021 -7.900 -0.311
H -3.631 0.489 -5.962 0.437
H -2.022 0.171 -6.532 0.120
H -5.178 -0.018 -8.838 0.210
H -5.209 0.531 -7.159 0.109
C -3.210 1.249 4.088 0.187
O -3.473 0.514 5.032 -0.749
N -2.551 0.880 3.081 1.724
N -3.524 2.552 3.993 -0.067
H -2.506 -0.119 2.939 -0.867
H -2.639 1.516 2.300 -0.609
H -3.130 3.121 3.257 0.157
H -4.230 2.909 4.620 0.232
C 1.524 -2.946 -2.369 -0.792
O 1.057 -2.191 -1.644 -1.357
N 2.255 -2.688 -3.366 0.427
N 1.294 -4.229 -2.296 0.102
H 2.540 -1.725 -3.475 -0.021
H 2.484 -3.380 -4.065 0.206
H 0.834 -4.499 -1.439 -0.188
H 1.285 -4.821 -3.114 0.080
C 1.532 -0.491 4.328 0.005
O 1.075 0.168 3.431 0.181
N 1.738 -0.034 5.520 -0.196
N 1.851 -1.719 4.260 0.291
H 1.629 0.970 5.507 -0.110
H 2.287 -0.548 6.193 0.184
H 1.549 -2.219 3.436 -0.433
H 2.386 -2.210 4.962 0.198
C -2.788 2.429 -2.698 0.644
O -2.053 3.148 -2.151 0.359
N -3.217 2.498 -3.901 0.130
N -3.427 1.535 -2.047 0.611
H -2.877 3.233 -4.505 0.262
H -3.913 1.883 -4.298 -0.177
H -2.981 1.273 -1.179 -1.032
H -4.251 1.054 -2.377 0.097
```

F_max = 8.783 eV/A
LUMO level = -0.2 eV

***

No. 2
C55H38N8O6S6Sn | wB97M-V/def2-TZVPD

```
114
Properties=species:S:1:pos:R:3:mulliken_charge:R:1
Sn -0.293 0.341 0.360 0.927
S 4.175 2.635 4.425 -0.007
C 4.857 3.022 5.952 -0.533
C 4.792 1.980 6.823 -0.527
C 4.192 0.834 6.247 -0.623
C 3.805 1.025 4.950 0.206
C 3.197 0.076 4.022 0.811
C 2.280 0.530 3.051 -1.070
N 1.699 -0.269 2.194 0.577
C 2.037 -1.563 2.155 -0.324
C 2.962 -2.130 3.073 1.200
C 3.316 -3.492 2.962 -1.192
C 2.793 -4.247 1.942 -0.669
C 1.893 -3.726 1.005 0.992
C 1.302 -4.526 -0.030 -0.793
C 0.419 -4.008 -0.903 -0.341
C 0.047 -2.550 -0.839 1.096
N 0.574 -1.828 0.294 0.475
C 1.455 -2.375 1.105 -1.263
C -0.322 -4.838 -1.838 0.247
C 0.073 -5.989 -2.468 -0.516
C -0.938 -6.567 -3.272 -0.647
C -2.097 -5.856 -3.240 -0.557
S -1.976 -4.468 -2.235 0.038
C 3.506 -1.266 4.041 -0.891
H 5.283 3.998 6.111 0.404
H 5.166 2.020 7.835 0.385
H 4.028 -0.091 6.781 0.461
H 2.021 1.579 2.987 0.384
H 4.021 -3.914 3.668 0.363
H 3.084 -5.288 1.845 0.386
H 1.528 -5.588 -0.051 0.471
H -1.047 -2.476 -0.806 -0.661
H 1.071 -6.391 -2.376 0.455
H -0.801 -7.466 -3.856 0.375
H -3.022 -6.060 -3.752 0.440
H 4.204 -1.663 4.769 0.482
C -7.863 -0.030 -2.119 -1.462
C -6.732 -0.290 -1.161 0.942
C -6.893 -1.120 -0.058 -0.869
C -5.836 -1.345 0.814 -0.423
C -4.622 -0.730 0.580 -0.929
C -4.443 0.092 -0.519 0.223
C -5.495 0.312 -1.386 -0.678
S -3.208 -1.011 1.635 0.939
O -2.168 -1.487 0.714 -0.456
O -3.638 -1.961 2.642 -0.876
N -2.740 0.366 2.213 -0.006
C -3.775 1.117 2.927 -1.050
C -3.626 2.440 2.223 0.649
O -4.318 2.792 1.303 -0.620
O -2.577 3.238 2.559 -0.272
H -8.751 -0.600 -1.848 0.373
H -7.567 -0.298 -3.134 0.308
H -8.115 1.032 -2.117 0.311
H -7.851 -1.595 0.120 0.296
H -5.930 -1.996 1.673 0.513
H -3.473 0.541 -0.672 0.429
H -5.360 0.955 -2.246 0.372
H -3.607 1.166 4.009 0.458
H -4.773 0.711 2.738 0.491
O -2.922 -2.447 -5.832 -0.601
N -3.108 -1.240 -5.843 1.018
O -3.742 -0.693 -6.739 -0.672
C -2.601 -0.426 -4.768 0.323
C -3.245 0.784 -4.569 -0.994
C -2.842 1.624 -3.524 1.109
C -3.408 2.899 -3.290 -0.407
C -2.967 3.659 -2.243 -0.882
C -1.979 3.136 -1.394 -0.425
N -1.453 1.948 -1.572 0.239
C -1.837 1.198 -2.618 -0.754
C -1.173 -0.079 -2.808 -0.321
N -0.234 -0.424 -1.946 -0.207
C 0.478 -1.680 -2.084 0.730
C 0.296 -2.336 -3.410 -1.300
C -0.659 -1.967 -4.264 -0.863
C -1.529 -0.852 -3.957 0.847
H -4.071 1.055 -5.208 0.489
H -4.183 3.257 -3.959 0.416
H -3.376 4.642 -2.050 0.393
H -1.611 3.709 -0.551 0.501
H 1.548 -1.477 -1.923 -0.063
H 0.990 -3.130 -3.656 0.399
H -0.769 -2.477 -5.209 0.483
S 5.648 5.072 -3.434 -0.472
C 4.835 4.024 -2.433 0.281
S 3.371 4.469 -1.605 -0.156
C 3.247 2.793 -0.910 -0.127
N 4.236 2.072 -1.317 -0.812
N 5.120 2.727 -2.142 0.538
C 6.181 1.926 -2.631 0.344
C 6.001 0.539 -2.605 -0.308
C 6.996 -0.303 -3.064 -0.625
C 8.186 0.213 -3.555 -0.351
C 8.371 1.586 -3.567 -0.646
C 7.385 2.444 -3.104 -0.414
S 2.017 2.399 0.152 -0.103
H 5.075 0.147 -2.216 0.619
H 6.836 -1.373 -3.040 0.357
H 8.963 -0.449 -3.916 0.355
H 9.298 2.004 -3.938 0.333
H 7.548 3.507 -3.119 0.246
C -0.422 3.320 6.117 -0.544
C -0.659 2.095 5.517 -0.967
C -1.351 2.006 4.317 0.129
C -1.835 3.165 3.724 0.275
C -1.551 4.403 4.297 -0.299
C -0.855 4.479 5.490 -0.506
H 0.128 3.369 7.049 0.400
H -0.281 1.190 5.976 0.371
H -1.477 1.049 3.831 0.593
H -1.885 5.295 3.784 0.441
H -0.648 5.443 5.935 0.368
```

ΔE to the lowest compared entry with this formula, charge and spin = 33.4 kcal per mole
F_max = 1.721 eV/A
Total charge = -2
LUMO level = 3.5 eV

***

no.,HOMO-LUMO gap (eV)
1,8.150
2,5.377